# 1
74
Properties=species:S:1:pos:R:3:forces:R:3 method="wB97M-V/def2-TZVPD" e_tot_ev=-103844.1968 spin_multiplicity=3 fmax_ev_per_a=9.69 charge=+1 orbital_gap_ev="7.740 / 7.784"
Tm 0.0929 -0.3819 2.1255 -1.744 7.080 3.573
C -0.8467 -2.1367 3.0681 0.286 -2.078 1.351
C 0.4768 -2.4731 2.5827 0.058 -2.031 2.584
C 0.6997 -0.8084 4.2046 -0.784 -2.006 2.000
C -0.7210 -1.1036 4.0460 1.102 -1.675 2.183
C 1.4257 -1.6642 3.3216 0.196 -1.978 1.301
C -2.1183 -2.8207 2.6652 -0.125 -0.066 -0.065
H -2.0398 -3.2454 1.6604 -0.070 0.022 0.111
H -2.9644 -2.1283 2.6782 0.009 -0.131 -0.007
H -2.3477 -3.6447 3.3543 0.019 0.184 -0.136
C -1.8206 -0.4524 4.8256 -0.166 0.232 -0.149
H -2.7957 -0.6500 4.3718 0.075 -0.018 0.111
H -1.6786 0.6323 4.8547 -0.050 -0.087 0.117
H -1.8458 -0.8259 5.8585 0.047 0.054 -0.260
C 1.2620 0.1886 5.1694 -0.011 0.251 -0.043
H 1.3880 -0.2557 6.1662 -0.006 0.020 -0.250
H 0.5959 1.0525 5.2589 0.148 -0.129 0.039
H 2.2383 0.5516 4.8365 -0.025 -0.022 0.106
C 2.9178 -1.7733 3.2271 0.129 0.003 -0.056
H 3.3042 -2.4544 3.9974 -0.062 0.167 -0.152
H 3.3981 -0.8012 3.3686 0.051 -0.113 0.021
H 3.2263 -2.1684 2.2551 0.024 0.026 0.109
C 0.8148 -3.6069 1.6618 0.006 0.096 -0.263
H 1.0335 -4.5266 2.2233 -0.058 0.265 -0.097
H 1.6937 -3.3739 1.0534 -0.028 -0.119 0.028
H -0.0136 -3.8239 0.9811 0.105 -0.041 0.062
C -1.7163 1.1451 -4.7496 0.053 -0.337 0.128
C -1.7797 -0.1917 -4.7650 0.081 0.342 0.075
C -0.9452 -1.1957 -5.5165 0.119 0.010 -0.122
C 0.4070 -0.7109 -6.0844 -0.138 -0.018 -0.025
C 1.3448 -0.1942 -5.0199 -0.048 0.250 0.242
C 1.4042 1.0268 -4.4753 -0.102 -0.354 -0.079
C 0.5775 2.2554 -4.7512 -0.113 0.042 -0.152
C -0.7654 2.0561 -5.4880 0.140 0.027 -0.007
H -1.5451 -1.6156 -6.3392 0.107 0.082 0.168
H 0.2398 0.0328 -6.8655 0.069 -0.153 0.109
H -0.7534 -2.0392 -4.8385 -0.025 0.080 -0.083
H -0.5853 1.7059 -6.5060 -0.065 0.098 0.166
H -2.4242 1.6562 -4.0966 0.024 -0.062 -0.098
H -2.5500 -0.6465 -4.1409 0.009 0.068 -0.109
H -1.2357 3.0416 -5.5864 0.074 -0.165 0.005
H 0.3740 2.7402 -3.7861 0.014 -0.011 -0.090
H 2.1639 1.1772 -3.7072 0.010 -0.010 -0.099
H 1.1877 2.9780 -5.3157 -0.108 -0.137 0.123
H 0.8816 -1.5667 -6.5789 -0.072 0.150 0.077
H 2.0450 -0.9335 -4.6300 -0.036 0.099 -0.058
P -1.1153 -0.0826 0.2193 -5.916 0.417 -7.495
C -2.7386 0.7776 0.1847 0.086 0.023 0.151
C -1.3991 -1.4569 -0.9742 0.143 0.105 -0.159
P 1.4593 0.4516 0.5066 6.601 3.187 -6.335
C 0.1085 1.0256 -0.6319 -0.076 -0.154 1.136
C 2.5059 -0.6471 -0.5379 -0.119 0.031 -0.136
C 2.5810 1.8815 0.7778 -0.110 -0.039 0.146
H -2.7143 1.5516 0.9560 -0.101 0.012 -0.212
H -3.5261 0.0582 0.4314 0.116 0.072 -0.036
H -2.9461 1.2189 -0.7961 0.100 -0.087 0.166
H -1.5438 -1.0793 -1.9924 0.061 -0.041 0.142
H -2.2912 -2.0152 -0.6742 0.134 0.083 0.059
H -0.5464 -2.1403 -0.9566 -0.062 -0.013 -0.124
H 2.8538 2.3711 -0.1633 -0.109 -0.119 0.148
H 3.4889 1.5296 1.2786 -0.119 0.036 -0.073
H 2.0634 2.5817 1.4383 0.133 0.030 -0.173
H -0.1357 2.0591 -0.3646 0.024 -0.179 0.069
H 0.2484 0.9327 -1.7143 0.044 -0.414 0.211
H 3.4618 -0.8186 -0.0335 -0.160 0.019 0.009
H 2.6989 -0.2012 -1.5198 -0.063 -0.087 0.155
H 2.0098 -1.6123 -0.6670 0.087 0.037 -0.124
Cl -0.8395 4.4359 0.7605 0.200 0.013 0.075
C -0.9300 4.2319 2.5289 0.023 0.898 -0.143
Cl -2.5546 4.7218 3.0695 0.316 -0.101 0.044
C -0.6537 2.8246 2.9738 0.421 -3.400 4.226
O -0.6703 2.5844 4.2526 0.076 1.284 -5.019
O -0.3970 1.8784 2.0857 -0.243 0.896 1.210
H -0.1803 4.9082 2.9899 -0.606 -0.415 -0.303


# 2
13
Properties=species:S:1:pos:R:3:forces:R:3 method="wB97M-V/def2-TZVPD" e_tot_ev=-7691.9072 spin_multiplicity=1 fmax_ev_per_a=4.93 charge=0 orbital_gap_ev=10.228
H 0.1597 2.3030 -0.0899 0.143 -0.066 -1.162
N -0.2798 1.8368 -0.9119 0.556 -1.395 0.338
C -0.0864 0.5884 -0.6713 -1.644 0.711 4.407
N -0.7571 -0.5064 -1.2084 0.359 2.118 -4.433
N 0.6333 0.2246 0.5953 -0.253 -1.227 -1.428
C -0.1383 -0.6096 1.6026 0.355 -0.221 -3.468
C 0.8721 -1.2645 0.5609 -0.166 0.938 1.039
H -1.4090 -1.0449 -0.6932 -0.293 -0.166 0.858
H -1.1593 -0.1742 -2.1103 0.045 -0.686 1.039
H -1.2006 -0.6003 1.3459 0.225 -0.427 0.383
H 0.0875 -0.4639 2.6535 0.313 -0.045 -0.283
H 0.6333 -1.8595 -0.4770 0.594 1.514 3.396
H 1.8296 -1.3304 1.0934 -0.234 -1.049 -0.685


# 3
9
Properties=species:S:1:pos:R:3:forces:R:3 method="wB97M-V/def2-TZVPD" e_tot_ev=-19331.0758 spin_multiplicity=3 fmax_ev_per_a=5.42 charge=+2 orbital_gap_ev="6.092 / 5.995"
H -1.8848 0.6704 -0.1579 -2.131 -2.745 4.154
O -2.0541 -0.0543 0.7375 -0.521 3.200 -2.547
C -0.7702 -0.3787 0.8406 1.205 0.260 -4.466
C -0.0181 0.3761 -0.0581 0.563 -0.679 2.499
O 1.1938 -0.0601 -0.5128 2.413 -0.228 -1.949
Ce 2.1978 0.0320 -2.7078 -0.798 0.012 1.065
Li 2.0401 -0.6040 0.9955 -0.297 0.128 0.533
H -0.5259 -1.4445 0.9685 -0.191 0.359 0.956
H -0.1787 1.4630 -0.1055 -0.242 -0.307 -0.247


# 4
59
Properties=species:S:1:pos:R:3:forces:R:3 method="wB97M-V/def2-TZVPD" e_tot_ev=-67738.0820 spin_multiplicity=2 fmax_ev_per_a=0.60 charge=+3 orbital_gap_ev="6.553 / 5.499"
Tc 1.9455 -1.1635 0.9001 -0.095 -0.147 0.324
Cl 1.6381 4.9694 3.7951 -0.002 0.194 0.039
C 1.6596 3.3183 3.5094 0.007 -0.180 -0.089
C 1.5408 2.4386 4.5750 0.003 0.061 -0.148
C 1.5550 1.0554 4.3877 0.060 0.139 -0.343
I 1.3737 -0.2194 5.9435 -0.026 -0.233 0.236
C 1.7077 0.5534 3.0605 0.019 0.193 0.148
O 1.7610 -0.7161 2.7787 -0.267 0.098 -0.045
C 1.8176 1.4661 1.9636 0.017 -0.278 0.139
N 1.9377 0.8778 0.7495 -0.053 -0.105 -0.303
C 2.0419 1.6563 -0.3314 -0.037 -0.001 0.155
C 2.0404 3.0451 -0.2315 -0.004 -0.008 -0.003
C 1.9194 3.6479 1.0075 -0.010 0.070 -0.052
C 1.7998 2.8409 2.1427 -0.009 0.293 0.265
H 1.4353 2.8475 5.5715 0.000 -0.023 0.004
H 2.1291 1.1565 -1.2868 0.014 -0.015 -0.015
H 2.1373 3.6379 -1.1310 -0.003 0.003 0.014
H 1.9160 4.7269 1.0973 0.006 -0.013 -0.004
N 6.2315 -3.8728 0.8026 -0.141 0.165 -0.284
N 5.5335 -2.7304 0.8402 0.424 -0.043 0.061
N 6.1665 -1.5516 0.8204 -0.308 -0.145 -0.013
C 5.1613 -0.7076 0.7877 0.035 0.065 -0.018
N 3.9803 -1.3541 0.7975 -0.093 -0.466 -0.365
N 4.2578 -2.6843 0.8252 0.002 0.473 0.033
H 7.2077 -3.7420 1.0280 0.020 -0.081 0.115
H 5.7211 -4.6823 1.1225 0.079 -0.062 0.107
H 5.2844 0.3638 0.7638 -0.008 -0.048 -0.005
C -3.1878 -2.0991 -5.3079 -0.096 -0.065 0.087
C -3.4711 -2.4898 -3.8564 0.136 0.104 -0.059
C -2.2619 -3.1190 -3.1591 -0.058 -0.017 -0.007
C -1.0738 -2.1809 -3.0189 0.014 0.199 0.109
N -1.4339 -0.9897 -2.1994 -0.095 -0.050 -0.244
C -1.0612 -0.6604 -0.9919 0.386 0.083 0.349
S 0.0666 -1.7730 -0.1537 0.228 -0.028 -0.020
N -1.5183 0.4280 -0.3888 -0.020 -0.107 0.099
C -1.4544 0.7596 1.0524 0.059 0.054 -0.260
C -2.8329 0.8557 1.6892 -0.106 -0.010 -0.030
C -3.6547 2.0931 1.3167 0.035 0.006 -0.043
C -4.2114 2.1298 -0.1081 0.025 -0.007 -0.026
H -4.0988 -1.7759 -5.8080 -0.003 0.015 0.010
H -2.7940 -2.9512 -5.8638 0.003 0.015 -0.010
H -2.4686 -1.2810 -5.3951 0.013 -0.002 0.006
H -4.2950 -3.1993 -3.8121 -0.013 -0.069 -0.056
H -3.8304 -1.6177 -3.2932 -0.012 -0.029 0.002
H -1.9121 -3.9746 -3.7422 -0.034 -0.004 0.005
H -2.5369 -3.5035 -2.1729 0.007 0.027 0.000
H -0.7459 -1.7971 -3.9835 -0.019 0.003 -0.033
H -0.2243 -2.6708 -2.5539 0.018 -0.014 0.041
H -2.1648 -0.4170 -2.6104 -0.005 -0.045 -0.054
H -2.2083 0.9619 -0.9062 -0.048 0.062 0.027
H -0.9193 1.7095 1.1500 -0.030 0.010 -0.006
H -0.8679 -0.0190 1.5326 0.007 -0.027 0.057
H -2.6816 0.8508 2.7719 0.026 0.004 -0.018
H -3.3883 -0.0586 1.4564 -0.022 0.024 0.029
H -3.0602 2.9935 1.5043 -0.011 -0.014 0.015
H -4.4907 2.1424 2.0134 -0.042 -0.008 -0.004
H -3.4639 2.3942 -0.8665 0.043 -0.020 0.038
H -4.9744 2.9008 -0.2002 -0.021 -0.012 0.025
H -4.6801 1.1809 -0.3834 0.009 0.018 0.016


# 5
16
Properties=species:S:1:pos:R:3:forces:R:3 method="wB97M-V/def2-TZVPD" e_tot_ev=-90834.2189 spin_multiplicity=1 fmax_ev_per_a=4.41 charge=+1 orbital_gap_ev=8.921
N 1.1200 1.6392 1.2526 1.483 1.100 4.001
C 1.0463 0.6544 0.2162 0.218 -1.482 0.092
Br 1.8769 -0.9629 0.6024 1.173 0.450 0.265
C 0.1854 0.8588 -0.7430 -0.690 0.049 -1.096
C -0.3821 0.0255 -1.7775 0.556 0.257 0.849
C -0.7131 -1.2559 -1.4948 0.259 1.935 -1.502
N -0.5164 -2.0106 -0.3952 0.424 -0.266 -1.503
C -1.0753 -1.9146 0.6864 0.021 -1.408 2.275
Cl -2.2141 -0.7210 1.1602 -0.341 0.273 0.193
H 0.2881 2.2548 1.2799 0.431 -0.254 -0.256
H 2.0028 2.2816 1.2785 -1.613 -1.460 -0.203
H 1.0993 1.1111 2.2305 0.202 1.325 -2.236
H -0.2102 1.8382 -0.7551 -0.450 1.272 -0.074
H -0.5939 0.6280 -2.6896 -0.114 -1.385 0.491
H -1.1453 -1.7597 -2.2956 -0.864 -1.209 -1.220
H -0.7683 -2.6668 1.4443 -0.695 0.803 -0.078


# 6
43
Properties=species:S:1:pos:R:3:forces:R:3 method="wB97M-V/def2-TZVPD" e_tot_ev=-53505.4478 spin_multiplicity=1 fmax_ev_per_a=3.92 charge=+1 orbital_gap_ev=7.391
C 4.8094 -2.1576 1.1315 0.745 -0.229 -0.737
C 3.9391 -2.5525 0.3765 -1.254 -0.178 0.504
C 2.6600 -3.0803 -0.3138 1.644 -1.350 0.081
N 1.9556 -2.0899 -1.1942 -0.170 1.363 1.262
C 0.5228 -2.0915 -0.7129 -1.419 -0.188 -0.591
C -0.4240 -1.1784 -1.6007 -0.543 -1.038 -0.234
C -1.9373 -1.2327 -1.0572 0.962 0.634 0.487
C -2.7521 0.0967 -1.3366 -1.158 -0.386 0.691
C -3.8901 0.3149 -0.2104 0.246 0.262 -0.208
C 2.4889 -0.7542 -1.0843 0.619 -1.218 -1.643
N 2.1458 0.0130 0.0054 -0.479 1.229 -0.733
N 3.2661 -0.2904 -2.1250 -0.466 -0.667 3.836
I 4.4812 -1.7149 -2.9671 -0.163 -0.142 -0.711
C 3.9312 1.0120 -1.8666 -0.761 1.686 -0.155
C 5.0037 1.0216 -0.7060 1.106 0.191 0.452
O 5.8925 0.2170 -0.5369 -1.473 0.541 -0.637
H 5.7877 -1.8887 1.6085 -1.707 -0.319 -0.615
H 2.9287 -3.9684 -0.9735 -0.103 1.104 0.864
H 1.9255 -3.4959 0.4468 1.082 0.788 -0.687
H 0.4397 -1.8875 0.3988 0.202 0.083 -1.222
H 0.1425 -3.1557 -0.8507 0.652 1.233 0.094
H -0.4312 -1.6475 -2.6338 0.261 0.811 1.036
H -0.0661 -0.1117 -1.6986 -0.354 -1.015 0.201
H -1.8512 -1.3463 0.0731 -0.279 0.008 -1.300
H -2.4631 -2.1419 -1.4773 0.587 1.043 0.549
H -3.3215 -0.0033 -2.3103 1.116 0.406 0.855
H -2.0915 1.0159 -1.3079 -0.595 -1.185 -0.358
H -4.9318 0.1752 -0.6357 1.272 -0.040 0.593
H -3.7178 -0.3853 0.6660 -0.366 0.752 -1.113
H -3.8499 1.3680 0.2054 -0.018 -1.290 -0.649
H 2.6309 -0.0706 0.9004 -0.348 -0.276 -0.549
H 1.3720 0.6753 -0.1184 0.704 -0.303 0.437
H 4.3268 1.4462 -2.8404 -0.178 -0.823 1.233
H 3.1125 1.7347 -1.5476 1.059 -0.901 -0.403
H 4.9716 1.9084 0.0175 -0.405 -0.687 -1.001
Cl -4.1186 1.2978 2.7882 0.026 0.126 0.269
C -4.2218 2.8069 3.7315 -0.057 0.114 0.258
C -5.1057 3.8356 3.0624 -0.095 -0.010 0.170
Cl -4.3821 4.4663 1.5607 0.012 -0.051 -0.049
H -3.2098 3.1830 3.8801 -0.083 -0.030 -0.116
H -4.6337 2.5430 4.7067 -0.045 0.042 -0.098
H -5.2490 4.6883 3.7274 0.085 -0.070 -0.020
H -6.0856 3.4252 2.8190 0.138 -0.021 -0.045